A cluster of 2 separate species, C4H9N2 in total. Source: the OMol25 dataset; level of theory: ωB97M-V with the def2-TZVPD basis set.

Last column: Mulliken charge in e.
Cartesian coordinates (Å):
C  -0.39763  0.13692  0.68681  1.061
C  -0.25517  1.66770  1.00164  -1.174
C  0.50095  -0.82131  1.45350  -1.039
C  0.23853  -0.78302  -2.48420  -0.278
N  -1.63314  -0.40101  -0.05966  -0.518
N  -0.61405  -0.23953  -0.68723  0.058
H  0.69591  1.75506  1.32617  0.365
H  -0.90474  1.96814  1.82938  0.320
H  -0.56521  2.20022  0.09292  0.364
H  -0.11111  -1.26723  2.25593  0.312
H  1.30786  -0.15163  1.81477  0.317
H  0.84782  -1.65575  0.73952  0.336
H  0.20058  -1.86460  -2.60720  0.288
H  1.09411  -0.18959  -2.11175  0.311
H  -0.40473  -0.35435  -3.25062  0.279

The orbital gap (spin up / spin down) comes out at 9.358 / 9.358 eV. The calculation puts the highest occupied orbital energy (spin up / spin down) at -15.333 / -15.333 eV. The charge is +1. As for the energy above the lowest of the compared OMol25 structures with the same formula, charge and spin: 135.5 kcal per mole. The calculated total energy is -7262.2649 eV. As for the LUMO energy (spin up / spin down): -0.2196 / -0.2196 Ha.

A structure of composition C33H76InN11O12PS2. Source: the OMol25 dataset; level of theory: ωB97M-V with the def2-TZVPD basis set.

Last column: Mulliken charge in e.
Cartesian coordinates (Å):
C  3.36208  3.86937  6.76528  -1.093
C  2.87573  2.70168  5.89987  -0.319
S  1.86894  3.34192  4.52202  -0.222
C  0.40978  2.24449  4.39330  -0.736
In  -1.27172  3.22843  5.47472  0.787
C  -2.17051  4.72349  4.04220  -0.746
C  -1.31482  5.91844  4.11186  0.003
O  -1.67167  6.95086  4.62340  -0.540
N  -0.54566  4.44166  7.16771  -0.528
C  -1.45903  5.11198  7.50706  0.357
S  -2.72731  5.96762  8.02899  -0.409
P  -2.96264  1.60338  6.46452  0.644
N  -3.98935  1.00309  5.44764  -0.809
O  -2.11596  0.36091  7.15302  -0.523
O  -3.68466  2.33248  7.74841  -0.440
H  2.61872  4.08822  7.52422  0.262
H  4.33891  3.67517  7.19296  0.363
H  3.40658  4.74000  6.11861  0.284
H  3.72623  2.21356  5.43913  0.368
H  2.31717  1.97357  6.47590  0.220
H  0.20477  2.13800  3.33794  0.084
H  0.63196  1.25774  4.78722  0.275
H  -3.13353  5.05150  4.41342  0.287
H  -2.22894  4.32249  3.03515  0.365
H  -0.29675  5.90545  3.67210  0.290
H  -3.87626  -0.00560  5.42599  0.196
H  -1.43325  0.74566  7.71282  0.305
H  -4.47412  2.80112  7.45992  0.280
C  1.24474  -1.62992  2.89374  -0.842
C  2.69000  -1.43343  3.27598  0.620
O  3.27673  -0.37979  3.09111  -0.662
N  3.33783  -2.48683  3.85121  -0.112
C  2.82053  -3.81073  4.15549  -0.694
H  0.86092  -0.71273  2.45380  -0.063
H  1.15088  -2.43425  2.16106  0.474
H  0.65116  -1.86313  3.77950  0.361
H  4.29684  -2.28698  4.08355  0.207
H  2.90843  -3.99039  5.22872  0.162
H  3.41211  -4.55713  3.63212  0.274
H  1.78028  -3.90476  3.86157  0.309
C  -0.43305  -0.47421  -0.81636  -1.018
C  -0.62198  0.74587  0.04521  0.701
O  -0.31253  0.80275  1.22262  -0.531
N  -1.17728  1.82353  -0.57496  -0.067
C  -1.60948  1.90394  -1.95654  -0.599
H  0.01028  -1.27133  -0.22786  0.139
H  -1.39554  -0.81629  -1.19682  0.223
H  0.23417  -0.24396  -1.64913  0.344
H  -1.28962  2.62858  0.02067  0.164
H  -1.05822  2.70251  -2.46029  0.103
H  -2.67442  2.14251  -1.99222  0.282
H  -1.43416  0.96877  -2.47697  0.152
C  -2.64498  -3.66887  -4.19355  -0.995
C  -2.82410  -2.50063  -3.26065  0.811
O  -2.51733  -2.53571  -2.08004  -0.677
N  -3.34983  -1.35798  -3.78633  -0.074
C  -3.76776  -1.10045  -5.15133  -0.424
H  -2.21492  -4.50068  -3.64473  0.330
H  -3.60891  -3.97979  -4.60163  0.340
H  -1.96377  -3.39743  -5.00017  0.059
H  -3.44558  -0.61386  -3.11308  0.155
H  -3.19478  -0.26106  -5.55412  0.053
H  -4.82731  -0.83334  -5.16135  0.182
H  -3.61536  -1.97229  -5.77986  0.318
C  -4.75078  6.12907  -3.64736  -1.594
C  -3.71138  5.04106  -3.75278  0.995
O  -4.01426  3.86509  -3.90269  -0.633
N  -2.40640  5.40339  -3.67476  0.003
C  -1.84829  6.73217  -3.49619  -0.957
H  -5.73527  5.67925  -3.72754  0.307
H  -4.67615  6.63654  -2.68492  0.430
H  -4.63143  6.85157  -4.45574  0.394
H  -1.77004  4.62485  -3.75204  0.137
H  -1.20128  6.96947  -4.34278  0.295
H  -1.24925  6.75321  -2.58494  0.315
H  -2.62845  7.48160  -3.42460  0.364
C  -0.58448  2.35699  -8.17840  -1.507
C  -1.73079  2.45708  -7.19984  0.931
O  -1.96572  1.57181  -6.38870  -0.613
N  -2.50236  3.57184  -7.25272  0.178
C  -2.38337  4.71175  -8.14284  -0.967
H  -0.06653  1.41702  -8.01363  0.256
H  -0.95469  2.37738  -9.20425  0.414
H  0.12135  3.17415  -8.02645  0.413
H  -3.24582  3.57828  -6.57082  -0.166
H  -2.24114  5.61560  -7.54807  0.256
H  -3.31087  4.80993  -8.70871  0.297
H  -1.55152  4.60280  -8.83052  0.419
C  3.35282  -7.17540  6.77890  -1.413
C  4.52839  -6.66997  5.97715  0.817
O  4.41675  -6.34485  4.80424  -0.633
N  5.72700  -6.58349  6.60559  -0.101
C  6.05659  -6.91674  7.97957  -0.787
H  2.47428  -7.18464  6.14105  0.300
H  3.53873  -8.19049  7.13202  0.453
H  3.15956  -6.52004  7.62888  0.364
H  6.46588  -6.23668  6.01481  0.180
H  6.44810  -6.03180  8.47117  0.275
H  6.82968  -7.68797  7.98296  0.215
H  5.18877  -7.27864  8.52230  0.360
C  -0.18071  -4.54150  -8.39088  -1.422
C  -0.35239  -3.38346  -7.43750  0.931
O  -0.02586  -3.45380  -6.26499  -0.661
N  -0.89336  -2.23438  -7.92771  -0.033
C  -1.34324  -1.95436  -9.27807  -0.915
H  0.25839  -5.37417  -7.85059  0.330
H  -1.14630  -4.85482  -8.79022  0.346
H  0.48486  -4.26742  -9.21039  0.377
H  -0.97746  -1.50372  -7.23658  0.127
H  -0.78250  -1.10782  -9.67857  0.264
H  -2.40237  -1.69067  -9.26005  0.291
H  -1.20231  -2.81179  -9.92706  0.370
C  -8.22708  3.51161  -7.78746  -1.487
C  -6.78176  3.73451  -7.41337  1.047
O  -6.19842  4.77880  -7.67657  -0.632
N  -6.13734  2.73311  -6.76872  0.099
C  -6.64504  1.43432  -6.37015  -0.872
H  -8.59708  4.39833  -8.29272  0.308
H  -8.32028  2.66044  -8.46295  0.373
H  -8.83068  3.34095  -6.89546  0.377
H  -5.18136  2.95489  -6.54752  -0.155
H  -6.55544  1.33124  -5.28770  0.265
H  -6.04705  0.65296  -6.84284  0.245
H  -7.68395  1.31054  -6.65608  0.423
C  10.61985  -5.21343  6.93778  -1.345
C  9.74699  -5.63433  8.09460  0.768
O  8.57650  -5.29753  8.17858  -0.616
N  10.30789  -6.41195  9.05808  -0.155
C  11.66891  -6.91013  9.13426  -0.840
H  10.03097  -4.60211  6.26128  0.305
H  11.46616  -4.62410  7.29221  0.384
H  10.98173  -6.08668  6.39344  0.373
H  9.66953  -6.65394  9.79902  0.227
H  11.65451  -8.00111  9.16000  0.284
H  12.13658  -6.54758  10.05120  0.287
H  12.25666  -6.58353  8.28376  0.321

The orbital gap comes out at 5.384 eV. The calculation puts the highest occupied orbital energy at -4.012 eV. The charge is -1. The calculated total energy is -112553.8800 eV. As for the LUMO energy: 0.0504 Ha.

Question: Which value of charge does entry 2 give?
Answer: -1

Question: Among the records above, which one has the highest calculated total energy?
Answer: C4H9N2

What did the first record say?
A cluster of 2 separate species, C4H9N2 in total. Source: the OMol25 dataset; level of theory: ωB97M-V with the def2-TZVPD basis set.

Last column: Mulliken charge in e.
Cartesian coordinates (Å):
C  -0.39763  0.13692  0.68681  1.061
C  -0.25517  1.66770  1.00164  -1.174
C  0.50095  -0.82131  1.45350  -1.039
C  0.23853  -0.78302  -2.48420  -0.278
N  -1.63314  -0.40101  -0.05966  -0.518
N  -0.61405  -0.23953  -0.68723  0.058
H  0.69591  1.75506  1.32617  0.365
H  -0.90474  1.96814  1.82938  0.320
H  -0.56521  2.20022  0.09292  0.364
H  -0.11111  -1.26723  2.25593  0.312
H  1.30786  -0.15163  1.81477  0.317
H  0.84782  -1.65575  0.73952  0.336
H  0.20058  -1.86460  -2.60720  0.288
H  1.09411  -0.18959  -2.11175  0.311
H  -0.40473  -0.35435  -3.25062  0.279

The orbital gap (spin up / spin down) comes out at 9.358 / 9.358 eV. The calculation puts the highest occupied orbital energy (spin up / spin down) at -15.333 / -15.333 eV. The charge is +1. As for the energy above the lowest of the compared OMol25 structures with the same formula, charge and spin: 135.5 kcal per mole. The calculated total energy is -7262.2649 eV. As for the LUMO energy (spin up / spin down): -0.2196 / -0.2196 Ha.

Question: Among the records above, which one has the lowest calculated total energy?
Answer: C33H76InN11O12PS2